Entry 1:
33
Properties=species:S:1:pos:R:3:forces:R:3 method="wB97M-V/def2-TZVPD" homo_ev=-3.0 spin_multiplicity=1 gap_ha=0.1403 charge=-1
Br 4.7386 -0.8755 1.3938 -0.113 -0.103 0.190
Br -0.0250 5.2758 1.4335 0.088 -0.042 0.011
Br -1.4788 2.9502 3.7361 0.373 -0.269 -0.068
Br 0.9275 -2.1503 3.6865 0.108 0.165 -0.150
Na -2.4558 0.1341 0.4010 -0.525 1.059 -0.985
Na -0.7772 0.4260 -2.9005 -1.183 -0.147 -0.213
Na -1.4480 -2.8712 -1.2365 0.419 0.656 -0.858
O -3.3209 0.1672 -3.1702 0.998 0.535 -0.738
O -2.6053 1.5097 -1.5403 1.727 0.721 0.626
O -4.7640 0.9436 -1.6647 0.652 0.588 -0.095
C -3.5832 0.9511 -2.1980 -1.901 -2.537 1.487
C -0.0035 2.5803 2.4830 -0.687 0.129 -0.100
C 3.5414 -1.8511 2.5952 -0.137 -0.421 -0.397
C -0.2207 3.3620 1.2051 0.529 -0.428 0.018
C 2.1243 -1.3964 2.3449 0.171 0.412 -0.468
B -0.0248 -0.6450 -0.3183 1.119 0.213 0.059
B -0.4101 -1.9793 -4.2044 -0.357 -0.469 -0.392
H 3.6113 -2.8978 2.3075 0.238 0.010 0.119
H -1.1936 3.1967 0.7521 -0.065 -0.051 0.043
H 0.5478 3.0173 0.5118 -0.061 0.273 -0.145
H -0.2149 -3.0718 -4.6446 0.366 -0.529 -0.190
H 0.9337 2.7851 2.9896 -0.056 0.279 0.019
H 3.9047 -1.7295 3.6085 -0.076 0.225 0.025
H 1.7727 -1.7193 1.3685 -0.045 -0.238 0.107
H -0.9595 -1.3105 -5.0205 -0.269 0.428 -0.301
H 0.5409 -1.6418 -0.5869 0.427 -1.108 0.088
H -1.1560 -2.0942 -3.2839 -0.971 -0.154 1.049
H -0.9554 -0.5416 -0.9578 -1.971 -0.219 -1.041
H 0.5539 -1.4730 -3.7787 1.326 0.590 0.414
H -0.2682 -0.5089 0.8214 -0.291 -0.011 1.330
H -0.0338 1.5161 2.2503 -0.140 -0.003 0.048
H 0.6638 0.2545 -0.6860 0.443 0.466 -0.039
H 2.0378 -0.3123 2.3025 -0.136 -0.023 0.546

***

Entry 2:
27
Properties=species:S:1:pos:R:3:forces:R:3 method="wB97M-V/def2-TZVPD" homo_ev=-14.6 spin_multiplicity=1 gap_ha=0.4381 charge=+1
Cl 0.7094 -0.1633 -3.8478 -0.080 0.269 0.025
Si 1.3838 -2.0752 -3.6110 0.078 -0.316 0.148
F 0.6883 -2.9533 -4.7190 -0.090 -0.067 -0.053
O 2.9909 -2.1584 -3.7211 0.007 0.273 0.035
O -1.5262 -0.1256 -1.0477 0.066 -0.081 0.016
N -0.4049 0.8576 1.5364 0.054 0.009 0.018
C 0.9563 1.2460 1.0712 0.019 0.054 -0.015
C -0.7176 -0.5657 1.1435 -0.032 -0.104 0.082
C -1.4107 1.8321 1.0004 0.024 0.101 0.024
C -0.5980 -0.9044 -0.3197 -0.074 0.188 -0.200
C -0.4462 0.9184 3.0294 0.021 0.005 0.017
H -0.8154 -1.9733 -0.4038 0.029 -0.028 0.019
H 0.9719 1.2606 -0.0140 -0.001 0.008 -0.014
H -1.7276 -0.7605 1.5017 -0.021 -0.012 -0.028
H 0.4230 -0.7471 -0.6817 -0.005 -0.038 0.024
H -0.2070 1.9303 3.3431 -0.003 0.020 0.015
H -1.2588 2.7788 1.5131 -0.002 0.008 0.000
H 0.2814 0.2207 3.4351 0.012 -0.007 0.002
H -1.4407 -0.3248 -1.9873 0.002 0.005 -0.033
H 1.6805 0.5302 1.4524 0.011 -0.010 0.012
H 1.1788 2.2392 1.4520 0.011 0.015 0.005
H 3.4716 -1.3843 -4.0278 0.129 -0.112 -0.091
H -1.2679 1.9459 -0.0663 -0.038 -0.050 -0.013
H 0.9563 -2.5354 -2.2912 -0.037 -0.099 -0.066
H -1.4455 0.6517 3.3624 -0.018 -0.003 0.008
H -0.0188 -1.1904 1.6991 -0.031 -0.026 0.049
H -2.4071 1.4501 1.1985 -0.033 0.000 0.013

***

Entry 3:
25
Properties=species:S:1:pos:R:3:forces:R:3 method="wB97M-V/def2-TZVPD" homo_ev=-13.7 spin_multiplicity=1 gap_ha=0.3708 charge=+1
Cs 3.4676 24.5290 22.6394 -0.068 -0.052 0.173
O 4.0779 23.6617 26.0339 0.384 0.465 -0.128
O 5.8346 26.1156 21.8177 -0.275 -0.448 0.276
O 2.4665 21.7654 20.0269 0.201 -0.140 0.167
C 3.6109 21.8778 19.1743 -0.471 0.472 -0.359
C 4.4334 23.0587 19.6223 0.575 0.214 0.342
C 5.9475 22.4053 26.9584 -0.204 0.044 0.053
C 6.9373 26.7008 22.5379 -0.192 0.063 -0.069
C 4.4365 22.6219 26.9873 0.292 -0.007 -0.828
H 4.2171 20.9726 19.1029 -0.145 -0.125 0.294
H 3.8058 23.9416 19.7523 -0.108 0.030 -0.303
H 6.4465 23.3389 26.7052 0.056 0.039 0.110
H 7.2640 27.5961 22.0135 0.200 0.002 0.122
H 3.1792 22.0448 18.1867 0.139 0.051 0.006
H 3.9689 21.6919 26.6632 -0.327 0.040 0.428
H 4.0683 22.9604 27.9514 -0.010 -0.169 0.067
H 5.1185 26.7517 21.7464 0.364 0.538 -0.143
H 6.6707 26.9346 23.5701 -0.087 0.090 -0.055
H 3.4939 23.3450 25.3498 -0.299 -0.629 0.347
H 6.2068 21.6554 26.2108 0.071 0.083 -0.051
H 6.3234 22.0536 27.9196 -0.060 0.029 -0.009
H 7.7271 25.9572 22.5651 0.040 0.013 -0.180
H 4.8949 22.8436 20.5963 0.046 -0.116 -0.038
H 5.2652 23.3290 18.9712 -0.117 -0.120 -0.155
H 2.7752 21.6557 20.9322 -0.008 -0.366 -0.066

***

Entry 4:
53
Properties=species:S:1:pos:R:3:forces:R:3 method="wB97M-V/def2-TZVPD" homo_ev=-9.7 spin_multiplicity=1 gap_ha=0.3176
Y 1.0034 0.3971 -0.0307 -2.749 -0.442 -0.532
S -0.9690 3.7522 -0.4147 0.425 0.247 -0.687
S -0.0752 -2.9969 1.0980 0.180 -0.164 0.645
S 1.4300 -1.9107 -2.9808 0.702 0.635 -0.210
F 2.3022 -3.6096 1.9241 -0.286 -0.355 -0.069
F -2.9353 3.2494 1.2433 0.124 0.189 0.115
F -2.5122 5.3618 0.9098 -0.144 -0.151 0.174
F 0.3002 -3.4303 -4.7185 -0.134 -0.109 -0.208
F 0.9827 -5.3305 1.6775 -0.040 -0.341 0.092
F 1.8497 -4.3513 -0.0466 0.086 -0.336 -0.428
F -0.9791 -1.8276 -4.0058 -0.043 -0.035 0.003
F -0.5832 -3.5553 -2.7523 -0.166 0.024 0.029
F -1.2053 4.1815 2.1546 0.283 0.240 0.500
O 0.5873 -1.7764 0.6485 0.540 0.135 0.065
O -1.9616 3.5492 -1.4442 0.050 -0.232 0.085
O 3.1405 -0.1019 -0.8954 1.098 0.104 0.265
O 0.9991 1.5712 -2.1492 0.480 0.447 -0.407
O -0.4896 -2.9598 2.4840 -0.017 0.211 0.120
O -0.0941 4.8858 -0.5909 -0.076 -0.125 0.181
O 1.9855 -1.1868 -4.1009 -0.275 0.066 0.168
O -1.0265 -3.5322 0.1784 -0.395 -0.156 -0.464
O 2.4582 0.1161 1.9322 0.272 0.009 0.187
O 2.4433 2.4526 0.2873 0.562 -0.149 -0.126
O 2.2361 -2.9791 -2.4651 0.322 -0.253 0.240
O -0.2338 0.4563 1.9371 -0.060 0.116 0.122
O -1.2151 0.0233 -0.8025 0.516 0.475 0.107
O -0.2609 2.5502 0.0051 0.065 -0.344 0.635
O 0.8985 -1.0392 -1.9292 -0.278 -0.106 -0.044
N -0.8077 -0.5007 3.9214 -0.352 0.634 0.215
N -0.8058 1.8122 3.6615 -0.155 -1.396 0.242
N -3.1912 0.7485 -1.6582 0.231 -0.782 -0.161
N -2.8825 -1.4726 -1.0345 -0.552 0.683 -0.681
C -0.6495 0.5678 3.0996 0.852 0.451 0.178
C 1.3305 -4.1772 1.1446 0.360 1.053 0.363
C -2.3573 -0.2262 -1.1967 -0.070 -0.273 1.024
C -0.0526 -2.7279 -3.6457 0.013 -0.042 0.029
C -1.9679 4.1549 1.0583 -0.458 0.119 -0.685
H 2.2421 3.2861 0.7319 -0.407 -0.060 -0.150
H 3.4370 -0.9940 -1.1413 -0.373 -0.060 -0.093
H 2.2206 -0.4344 2.6898 -0.195 -0.074 -0.194
H -3.7678 -1.6530 -1.4728 -0.039 -0.224 0.146
H 3.4160 0.2133 1.9574 -0.040 -0.030 -0.078
H -1.2645 1.8554 4.5530 0.012 0.360 0.004
H 0.3457 1.4477 -2.8488 -0.006 -0.323 0.142
H -1.2211 -0.3292 4.8232 0.059 -0.162 -0.040
H 1.5753 2.2811 -2.4498 -0.192 0.116 0.050
H 3.7544 0.5037 -1.3230 -0.033 -0.138 -0.163
H -2.3597 -2.2600 -0.6767 0.454 0.155 -0.081
H 3.2526 2.6145 -0.2088 0.008 0.107 0.118
H -2.8772 1.7107 -1.7242 0.142 -0.124 -0.017
H -4.0166 0.4380 -2.1356 -0.161 0.376 -0.036
H -0.6675 2.6479 3.1251 -0.163 -0.174 -0.182
H -0.7611 -1.4659 3.5974 0.024 0.204 -0.511

***

Results for ΔE to the lowest compared entry with this formula, charge and spin: 25.1 0.0 0.0 51.6 (in kJ/mol, following the order of the records).